Formula: C3H9NO2
Source: OMol25
Level of theory: ωB97M-V/def2-TZVPD

Computed properties:
Orbital gap ... 9.1 eV
Structure (SMILES) ... C=CN=C.O.O
Net charge ... 0
Strongest force on any atom ... 5.6 eV Å⁻¹
LUMO energy ... 0.61 eV
HOMO energy ... -0.3114 Ha

The geometry in XYZ format:
```
15
Properties=species:S:1:pos:R:3:forces:R:3:mulliken_charge:R:1
O 2.079 2.992 4.213 -0.28 -2.90 1.82 -0.65
O -1.420 -2.573 -1.455 1.16 1.01 -5.35 -0.59
N -0.270 0.248 -0.158 -0.08 -1.93 1.05 -0.45
C -0.623 0.376 -1.533 -0.34 -0.03 0.62 0.12
C 0.265 -0.011 -2.444 2.18 -1.11 3.51 -0.87
C -0.384 -0.758 0.643 -0.29 0.36 -0.79 -0.06
H 2.186 1.981 4.135 -0.14 2.78 -0.34 0.33
H 2.281 3.435 3.416 0.41 0.13 -1.48 0.32
H 1.247 -0.456 -2.051 -1.63 0.44 -0.09 0.16
H 0.436 0.127 -3.431 -0.88 0.82 -3.08 0.39
H -1.557 0.952 -1.682 0.67 -0.47 -0.22 0.29
H -1.539 -3.408 -1.105 -0.56 -2.85 1.66 0.29
H -0.926 -1.754 0.654 0.26 1.27 -1.34 0.17
H 0.149 -0.740 1.579 0.24 0.88 0.47 0.25
H -1.204 -2.875 -2.467 -0.73 1.61 3.57 0.31
```
Positions in Å, forces in eV/Å.

***

Formula: C5H11N2O
Source: OMol25
Level of theory: ωB97M-V/def2-TZVPD

Computed properties:
Orbital gap ... 10.2 eV
Net charge ... +1
Strongest force on any atom ... 3.4 eV Å⁻¹
LUMO energy ... -4.04 eV
HOMO energy ... -0.5248 Ha

The geometry in XYZ format:
```
19
Properties=species:S:1:pos:R:3:forces:R:3:mulliken_charge:R:1
O 3.447 -0.463 0.179 0.19 3.31 0.23 -0.57
N -2.448 1.299 -0.015 -1.47 -0.92 0.88 -0.42
N -1.854 -0.956 0.006 -1.27 -0.61 0.18 -0.17
C -0.103 0.448 -0.065 2.17 1.93 -1.05 0.72
C 0.703 1.711 0.012 -0.10 0.94 -0.77 -1.23
C -1.488 0.359 -0.011 -3.08 -1.38 0.42 0.12
C 0.403 -0.762 -0.312 -1.20 -0.52 -0.06 -0.47
C -0.655 -1.779 -0.187 -0.46 -0.21 0.04 -0.48
H 0.724 2.050 1.020 0.10 0.23 1.08 0.36
H 1.727 1.429 -0.242 -0.09 0.42 -0.14 0.29
H -3.356 0.865 0.214 0.50 0.56 -0.48 0.25
H -0.862 -2.580 -0.902 0.41 0.45 -0.46 0.37
H -2.468 2.248 0.353 1.14 -0.31 -0.36 0.29
H -2.864 -1.381 0.006 2.80 1.42 -0.05 0.30
H 1.416 -1.040 -0.340 0.88 0.10 -0.41 0.45
H 3.160 -1.322 0.133 -0.50 -3.31 -0.07 0.28
H 4.387 -0.462 0.043 0.64 -0.08 -0.09 0.31
H -0.230 -2.317 0.666 -0.94 -0.16 0.77 0.27
H 0.361 2.653 -0.556 0.29 -1.87 0.33 0.34
```
Positions in Å, forces in eV/Å.

***

Formula: C4H14N3
Source: OMol25
Level of theory: ωB97M-V/def2-TZVPD

Computed properties:
Orbital gap ... 10.5 eV
Structure (SMILES) ... CC(C)N([NH3+])CN
Net charge ... +1
Strongest force on any atom ... 3.4 eV Å⁻¹
LUMO energy ... -3.16 eV
HOMO energy ... -0.5036 Ha

The geometry in XYZ format:
```
21
Properties=species:S:1:pos:R:3:forces:R:3:mulliken_charge:R:1
N 1.717 -0.251 0.730 -0.50 -3.37 -0.05 -0.44
N 0.505 -2.463 0.252 -1.15 0.70 0.32 -0.50
N 0.278 -0.029 0.762 0.15 -2.13 -0.02 -0.13
C -0.138 1.155 0.051 0.08 1.41 -1.47 0.40
C -0.514 -1.408 0.395 1.27 2.36 2.11 -0.44
C 0.030 1.128 -1.492 0.69 2.64 -0.50 -1.19
C -1.626 1.579 0.261 2.01 -1.19 1.28 -1.79
H 0.347 -3.027 -0.602 0.30 0.50 0.80 0.30
H -1.708 1.711 1.291 -0.74 0.16 1.91 0.48
H 0.347 -3.021 1.063 0.51 -1.15 0.42 0.27
H -0.953 -1.284 -0.569 -0.91 0.36 -0.24 0.31
H 1.664 -1.468 0.583 -0.24 1.55 0.56 0.52
H 2.327 -0.083 -0.030 -0.28 0.92 -2.58 0.31
H 2.356 0.109 1.434 -1.19 -0.05 1.47 0.31
H -1.214 -1.369 1.355 1.27 -1.04 -2.51 0.28
H -2.455 1.008 -0.096 0.00 -1.14 -0.44 0.38
H 1.048 1.401 -1.861 -0.65 -0.05 0.37 0.32
H -1.765 2.514 -0.153 0.03 2.10 -1.01 0.55
H -0.143 0.177 -1.856 -0.47 -2.22 -0.79 0.33
H 0.617 1.830 0.554 -1.47 0.53 -0.92 0.35
H -0.720 1.792 -2.073 1.31 -0.87 1.28 0.38
```
Positions in Å, forces in eV/Å.